22
Properties=species:S:1:pos:R:3:nbo_charge:R:1 method="wB97M-V/def2-TZVPD" de_lowest_kcal_mol=45.09 total_charge=+1 homo_ev=-12.13 max_force_ev_per_a=1.53 orbital_gap_ev=8.45
H -1.055 -3.770 -0.730 0.356
N -1.772 -3.217 -0.286 -0.661
C -1.576 -2.100 0.230 0.279
N -0.354 -1.425 0.343 -0.654
C -0.274 -0.264 1.252 -0.217
C 0.882 0.635 0.806 -0.435
C 0.487 1.654 -0.257 -0.009
C 0.349 1.055 -1.631 -0.661
N 1.626 2.736 -0.306 -0.687
H -2.426 -1.511 0.589 0.157
H 0.443 -2.019 0.492 0.383
H -1.223 0.269 1.234 0.209
H -0.005 -0.634 2.238 0.210
H 1.422 1.088 1.644 0.215
H 1.647 -0.018 0.393 0.223
H -0.395 2.228 -0.001 0.220
H 0.108 1.774 -2.408 0.235
H -0.535 0.409 -1.637 0.275
H 1.150 0.385 -1.850 0.234
H 2.024 2.851 0.619 0.439
H 1.137 3.614 -0.490 0.442
H 2.339 2.599 -1.019 0.447


13
Properties=species:S:1:pos:R:3:nbo_charge:R:1 method="wB97M-V/def2-TZVPD" de_lowest_kcal_mol=31.24 total_charge=0 homo_ev=-8.82 max_force_ev_per_a=1.78 orbital_gap_ev=9.63 smiles="C=C(C)O.O"
C -0.883 0.937 -2.151 -0.567
C -0.897 0.902 -0.810 0.348
C 0.066 0.052 -0.032 -0.675
O -1.795 1.601 -0.053 -0.682
H -0.252 0.304 -2.767 0.216
H -1.839 1.300 -2.568 0.192
H 0.313 0.408 1.022 0.223
H 1.018 0.029 -0.625 0.229
H -0.254 -0.979 0.058 0.234
H -2.150 2.319 -0.589 0.482
O 2.167 -2.579 2.540 -0.927
H 2.807 -1.857 2.603 0.464
H 1.699 -2.437 3.373 0.464


68
Properties=species:S:1:pos:R:3:nbo_charge:R:1 method="wB97M-V/def2-TZVPD" de_lowest_kcal_mol=30.97 total_charge=+1 homo_ev="-8.43 / -9.24" max_force_ev_per_a=4.18 orbital_gap_ev="5.90 / 6.54"
C -3.475 0.055 0.960 -0.366
C -2.961 -1.236 1.297 -0.336
C -2.229 -1.119 2.519 -0.385
H -3.126 -2.161 0.735 0.260
C -2.288 0.247 2.939 -0.396
C -3.073 0.967 1.982 -0.372
H -3.340 2.025 2.033 0.249
H -4.106 0.298 0.093 0.257
H -1.736 -1.918 3.066 0.258
H -1.880 0.666 3.854 0.243
Sc -1.146 0.191 0.964 1.192
C 1.890 -3.945 -1.528 -0.814
H 1.833 -4.405 -0.539 0.241
H 2.937 -3.880 -1.823 0.247
H 1.378 -4.576 -2.261 0.242
Si 0.217 -2.194 -1.121 1.147
C -0.706 -1.821 -2.681 -0.440
C -2.109 -1.698 -2.812 -0.222
H -2.759 -1.604 -1.935 0.214
C -2.685 -1.731 -4.084 -0.209
H -3.771 -1.657 -4.177 0.225
C -1.879 -1.830 -5.224 -0.190
H -2.334 -1.853 -6.211 0.228
C -0.487 -1.834 -5.101 -0.195
H 0.159 -1.856 -5.980 0.225
C 0.103 -1.770 -3.840 -0.224
H 1.194 -1.729 -3.769 0.213
C -0.684 -3.360 -0.022 -0.551
C -1.515 -4.315 -0.637 -0.151
H -1.829 -4.174 -1.675 0.221
C -1.801 -5.507 0.027 -0.213
H -2.371 -6.271 -0.498 0.229
C -1.322 -5.728 1.321 -0.195
H -1.533 -6.672 1.822 0.231
C -0.571 -4.743 1.965 -0.198
H -0.180 -4.906 2.975 0.225
C -0.260 -3.552 1.313 -0.209
H 0.392 -2.823 1.814 0.210
H 0.695 -0.913 -0.445 -0.208
H 1.580 -2.777 -1.607 0.089
C -1.019 2.467 0.015 -0.916
As 0.554 2.170 1.329 0.815
C 0.355 2.534 3.262 -0.905
C 1.236 3.961 0.881 -0.349
C 0.468 5.058 1.286 -0.165
C 0.853 6.351 0.925 -0.222
C 1.987 6.557 0.131 -0.183
C 2.765 5.466 -0.262 -0.210
C 2.406 4.174 0.141 -0.312
As 3.834 2.775 -0.174 0.892
C 4.356 2.683 1.717 -0.950
C 2.973 1.004 -0.275 -0.967
H -1.611 1.604 -0.388 0.181
H -0.501 2.906 -0.849 0.278
H -1.696 3.200 0.462 0.261
H 1.371 2.409 3.664 0.251
H 0.001 3.557 3.424 0.233
H -0.320 1.803 3.717 0.229
H -0.424 4.923 1.892 0.200
H 0.276 7.221 1.248 0.230
H 2.312 7.559 -0.162 0.231
H 3.669 5.598 -0.862 0.233
H 3.596 3.171 2.331 0.220
H 4.526 1.646 2.014 0.228
H 5.291 3.251 1.741 0.241
H 2.544 0.725 0.698 0.220
H 2.214 1.040 -1.059 0.222
H 3.760 0.294 -0.550 0.241


37
Properties=species:S:1:pos:R:3:nbo_charge:R:1 method="wB97M-V/def2-TZVPD" de_lowest_kcal_mol=20.98 total_charge=+1 homo_ev="-13.11 / -12.90" max_force_ev_per_a=1.92 orbital_gap_ev="8.09 / 7.82"
C 4.811 0.324 0.374 -0.608
C 4.096 -0.266 -0.834 -0.391
C 2.570 -0.228 -0.715 -0.400
C 2.045 -1.256 0.285 -0.406
C 0.516 -1.308 0.327 -0.243
N -0.041 -0.155 1.008 -0.272
N -0.967 0.623 0.514 0.006
C -0.974 1.094 -0.818 -0.308
C -1.744 2.406 -0.667 -0.390
C -2.899 1.995 0.247 -0.411
C -2.350 0.846 1.114 -0.128
C -2.996 -0.459 0.965 -0.105
C -3.322 -1.059 -0.313 0.565
N -3.828 -2.309 -0.258 -0.778
O -3.111 -0.503 -1.394 -0.622
H 4.516 1.359 0.527 0.203
H 4.595 -0.238 1.279 0.196
H 5.885 0.297 0.216 0.227
H 4.414 -1.301 -0.977 0.202
H 4.389 0.292 -1.724 0.214
H 2.142 -0.443 -1.697 0.205
H 2.258 0.777 -0.416 0.192
H 2.424 -1.040 1.284 0.210
H 2.409 -2.244 0.000 0.228
H 0.198 -2.211 0.862 0.224
H 0.112 -1.340 -0.686 0.225
H 0.030 -0.158 2.021 0.401
H -1.593 0.427 -1.468 0.301
H 0.033 1.168 -1.222 0.244
H -2.090 2.796 -1.617 0.249
H -1.111 3.148 -0.182 0.216
H -3.251 2.817 0.862 0.242
H -3.728 1.626 -0.353 0.246
H -2.228 1.123 2.163 0.239
H -2.978 -1.123 1.817 0.202
H -4.094 -2.754 0.603 0.404
H -4.137 -2.724 -1.124 0.423